[1]
ORCA calculation (the ωB97M-V functional and the def2-TZVPD basis) on one molecule with the formula C3H5N5 in a non-equilibrium geometry.

Cartesian coordinates (Å):
N  1.219  -0.148  -0.078
N  -2.655  -0.545  -1.087
N  -1.060  0.799  0.126
N  -0.581  -1.433  -0.792
N  0.656  1.507  1.411
C  0.204  0.787  0.386
C  0.682  -1.159  -0.573
C  -1.464  -0.401  -0.445
H  0.154  2.483  1.726
H  1.505  -1.755  -1.152
H  -2.637  -1.580  -1.525
H  2.189  -0.221  0.042
H  1.786  1.666  1.961

Summary:
HOMO level (eV): -8.0
SMILES string: [H]/N=c1\nc[nH]c(N)n1
Gap between HOMO and LUMO (eV): 7.904
Relative energy (zero: lowest compared OMol25 entry of this formula, charge and spin) (kcal per mole): 89.4
Electronic energy (eV): -10638.99582


[2]
ORCA calculation (the ωB97M-V functional and the def2-TZVPD basis) on C31H35CaF12N3O2P2 as an isolated structure in a non-equilibrium geometry.

Cartesian coordinates (Å):
Ca  -0.062  -0.248  0.041
P  -0.865  1.760  -2.624
P  1.633  -0.165  -3.633
F  -1.989  0.639  3.389
F  4.186  1.622  2.759
F  -4.001  -0.944  -0.661
F  -5.214  -0.443  1.073
F  -4.241  1.109  -0.064
F  3.901  -1.818  0.511
F  2.047  1.930  2.767
F  4.326  0.113  -0.375
F  -3.934  -0.304  3.435
F  5.221  -0.420  1.506
F  -3.688  1.644  2.513
F  3.220  2.397  0.997
O  -1.826  0.529  0.652
O  1.864  0.192  0.447
N  -0.604  3.421  0.898
N  -0.019  -1.129  2.081
N  0.433  4.282  1.401
C  2.548  -0.132  -5.246
C  3.483  3.430  -2.747
C  -1.768  -4.402  2.143
C  -1.817  3.272  -2.200
C  0.856  2.437  -2.797
C  -0.568  -2.243  -1.254
C  2.356  -0.791  2.709
C  -0.795  -3.435  2.270
C  2.751  0.060  1.455
C  4.270  -1.905  5.850
C  -1.396  1.683  -4.396
C  3.132  -1.659  4.882
C  -2.361  -1.725  1.588
C  3.346  -1.015  3.672
C  1.024  -1.266  2.960
C  -3.063  -4.068  1.762
C  -1.042  -2.061  2.024
C  4.069  -0.515  0.791
C  -4.140  -5.115  1.590
C  1.125  3.763  -2.443
C  2.421  4.258  -2.421
C  3.075  1.506  1.997
C  -2.743  -0.235  1.280
C  -4.062  -0.137  0.410
C  0.815  -1.839  4.246
C  -3.095  0.431  2.667
C  1.823  -2.041  5.163
C  3.236  2.112  -3.099
C  2.863  -1.070  -2.613
C  -3.321  -2.734  1.495
C  1.945  1.593  -3.135
H  -1.513  -5.445  2.326
H  -0.981  0.798  -4.880
H  -1.668  -2.364  -1.224
H  1.592  -2.495  6.126
H  0.213  -3.723  2.537
H  -1.775  4.033  -2.986
H  2.836  -2.125  -2.885
H  -3.807  -6.081  1.979
H  2.601  5.287  -2.130
H  2.520  -1.138  -5.671
H  -2.486  1.604  -4.408
H  4.705  -0.970  6.218
H  1.121  4.350  0.666
H  2.049  0.547  -5.941
H  3.876  -0.681  -2.728
H  -5.059  -4.838  2.117
H  -1.089  2.582  -4.936
H  3.590  0.180  -5.127
H  -0.201  -2.124  4.493
H  4.498  3.809  -2.724
H  0.310  4.418  -2.160
H  5.078  -2.475  5.380
H  -2.854  2.952  -2.062
H  2.556  -0.986  -1.569
H  -0.289  -2.347  -2.322
H  -4.332  -2.485  1.201
H  -0.279  2.477  0.706
H  -4.399  -5.253  0.535
H  4.079  1.472  -3.340
H  -0.154  -3.135  -0.744
H  -1.302  3.304  1.616
H  -1.482  3.671  -1.245
H  0.908  3.828  2.166
H  3.922  -2.475  6.714
H  4.351  -0.664  3.482

Summary:
Charge: -2
HOMO level (eV): -0.9
Gap between HOMO and LUMO (eV): 5.359
Electronic energy (eV): -110910.34894


[3]
ORCA calculation (the ωB97M-V functional and the def2-TZVPD basis) on C23H37CaF5N5O3SSeSi2Te as an isolated structure.

Cartesian coordinates (Å):
Te  -1.319  -1.695  -1.289
Se  -0.771  3.089  1.772
Ca  0.146  0.670  0.411
S  1.367  2.712  -2.215
Si  1.327  -3.482  -0.102
Si  -4.425  -2.485  -0.200
F  -3.393  6.664  -1.030
F  -1.819  5.917  1.004
F  -4.348  4.824  -2.783
F  -3.734  2.201  -2.449
F  -2.247  1.404  -0.354
O  2.417  0.708  1.315
O  2.918  1.228  3.347
O  0.549  1.509  -1.762
N  0.903  0.329  2.778
N  2.147  0.776  2.530
N  -0.992  0.263  3.998
N  0.922  0.940  5.078
N  -1.691  0.083  2.792
C  3.038  2.367  -1.737
C  2.101  -5.178  -0.185
C  -2.573  -2.700  0.124
C  5.073  3.131  -0.741
C  2.630  -2.169  -0.411
C  -1.951  3.646  0.388
C  -4.852  -3.296  -1.824
C  5.621  1.856  -0.854
C  -5.325  -3.311  1.215
C  0.322  0.534  3.967
C  -3.100  5.379  -0.864
C  0.070  -3.307  -1.498
C  3.781  3.392  -1.170
C  -3.281  3.109  -1.583
C  -2.289  4.978  0.186
C  -3.591  4.446  -1.758
C  -2.490  2.743  -0.514
C  3.564  1.089  -1.866
C  7.004  1.570  -0.341
C  0.555  -3.231  1.587
C  -4.814  -0.659  -0.234
C  4.849  0.842  -1.423
C  1.489  2.490  -3.985
H  -5.892  -0.502  -0.316
H  7.652  2.438  -0.447
H  -5.908  -3.143  -2.059
H  -0.197  -3.992  1.805
H  -2.410  -0.615  2.940
H  0.608  -3.099  -2.426
H  6.967  1.313  0.720
H  -2.292  -3.753  0.044
H  -4.483  -0.158  0.681
H  1.796  1.466  -4.192
H  3.337  -2.099  0.419
H  -6.406  -3.271  1.063
H  3.349  4.378  -1.050
H  1.335  -3.311  2.349
H  2.219  -1.166  -0.557
H  2.886  -5.289  0.566
H  -5.112  -2.821  2.168
H  0.508  2.693  -4.409
H  -0.536  -4.195  -1.686
H  -2.094  0.984  2.524
H  -4.269  -2.887  -2.651
H  -4.348  -0.152  -1.080
H  -5.045  -4.362  1.309
H  7.458  0.733  -0.869
H  2.548  -5.360  -1.164
H  2.968  0.295  -2.300
H  0.083  -2.251  1.707
H  0.384  1.168  5.898
H  2.220  3.199  -4.371
H  5.264  -0.154  -1.516
H  5.658  3.927  -0.297
H  1.360  -5.960  -0.007
H  1.893  1.209  5.031
H  -1.516  0.532  4.818
H  -4.677  -4.374  -1.785
H  -2.297  -2.374  1.128
H  3.200  -2.417  -1.311

Summary:
Charge: +1
HOMO level (eV): -10.0
Gap between HOMO and LUMO (eV): 7.049
Relative energy (zero: lowest compared OMol25 entry of this formula, charge and spin) (kcal per mole): 9.5
Electronic energy (eV): -169296.30862